[1]
Computed, not measured: a structure of composition H4O18S4Zn2 in a non-equilibrium geometry, with ωB97M-V/def2-TZVPD.

The geometry in XYZ format:
```
28
H4O18S4Zn2, DFT ωB97M-V/def2-TZVPD
Zn -2.7973 -2.3684 0.0586
Zn -0.1246 0.2181 0.1642
S -3.9266 1.6345 1.3919
O -2.9592 0.5953 0.9473
O -3.7727 2.8073 0.5429
O -5.2765 1.0822 1.3724
O -3.7511 2.0089 2.7802
S 0.7566 -4.0391 0.9468
O 0.4357 -5.0135 -0.0774
O 2.1703 -3.7417 0.9109
O -0.0008 -2.7653 0.8059
O 0.5132 -4.5910 2.2508
S 3.9432 0.6080 -0.4294
O 2.5305 0.4595 -0.7879
O 4.0768 1.2931 0.8573
O 4.6064 -0.6756 -0.2407
O 4.6622 1.3186 -1.4945
S -0.7862 -0.3249 -3.7278
O -1.6319 -0.7722 -4.8438
O -1.1496 -0.7957 -2.4236
O 0.4626 -0.9929 -4.1029
O -0.7338 1.1306 -3.6403
O -0.2393 2.9263 0.1562
H -1.1185 3.3004 0.0980
H 0.3445 3.6476 -0.0787
O 1.0481 0.7363 2.6784
H 1.9989 0.8472 2.6819
H 0.7194 1.4663 3.2031
```

HOMO-LUMO gap	2.45	eV
maximum force	4.442	eV Å⁻¹
LUMO level	4.70	eV
net charge	-4
energy	-6507.655659	a.u.

---

[2]
Computed, not measured: a cluster of 2 separate species, H4O2 in total, with ωB97M-V/def2-TZVPD.

The geometry in XYZ format:
```
6
H4O2, DFT ωB97M-V/def2-TZVPD
O 0.0101 1.5483 0.1426
H 0.8654 1.9735 0.0791
H -0.0689 1.0459 -0.6683
O 0.1181 -1.5323 0.0967
H -0.4570 -2.2535 0.3525
H -0.4677 -0.7819 -0.0026
```

relative energy (zero: lowest compared OMol25 entry of this formula, charge and spin)	21.1	kJ/mol
HOMO-LUMO gap	12.39	eV
structure (SMILES)	O.O
maximum force	0.363	eV Å⁻¹
LUMO level	0.86	eV
energy	-152.866912	a.u.

---

[3]
Computed, not measured: a cluster of 2 separate species, H4O2 in total in a non-equilibrium geometry, with ωB97M-V/def2-TZVPD.

The geometry in XYZ format:
```
6
H4O2, DFT ωB97M-V/def2-TZVPD
O -1.7375 -0.2744 0.0164
H -0.7241 -0.2832 -0.1072
H -1.8654 0.7194 -0.0867
O 1.0453 -0.1912 -0.0379
H 1.8867 -0.6699 0.0847
H 1.3950 0.6991 0.1307
```

relative energy (zero: lowest compared OMol25 entry of this formula, charge and spin)	26.3	kJ/mol
HOMO-LUMO gap	11.08	eV
structure (SMILES)	O.O
maximum force	3.170	eV Å⁻¹
LUMO level	0.46	eV
energy	-152.864901	a.u.

---

[4]
Computed, not measured: a cluster of 2 separate species, H4O2 in total in a non-equilibrium geometry, with ωB97M-V/def2-TZVPD.

The geometry in XYZ format:
```
6
H4O2, DFT ωB97M-V/def2-TZVPD
O -1.2098 -0.2572 0.0123
H -1.2937 0.6738 -0.2612
H -2.1347 -0.5034 -0.0712
O 1.4953 -0.3058 -0.0586
H 0.8162 0.2258 0.3856
H 2.3267 0.1668 -0.0069
```

relative energy (zero: lowest compared OMol25 entry of this formula, charge and spin)	28.3	kJ/mol
HOMO-LUMO gap	11.82	eV
structure (SMILES)	O.O
maximum force	1.232	eV Å⁻¹
LUMO level	0.75	eV
energy	-152.864159	a.u.